Version one
Molecular formula: C3H4S2
Method: DFT, ωB97M-V/def2-TZVPD

```
! RIJCOSX wB97M-V def2-TZVPD def2/J DEFGRID3
* xyz 0 1
C 0.694 0.624 0.356
C -0.605 -0.176 0.118
C -0.296 -1.560 0.365
S 1.814 -0.698 0.953
S -1.321 -0.953 1.584
H 0.938 0.879 -0.729
H 0.560 1.556 0.960
H -1.376 0.049 -0.577
H -0.212 -2.332 -0.255
*
```

***

Version two
Molecular formula: C3H4S2
Method: DFT, ωB97M-V/def2-TZVPD

```
! RIJCOSX wB97M-V def2-TZVPD def2/J DEFGRID3
* xyz 0 1
S -2.596 -0.136 -0.091
C -1.085 -0.094 0.504
C 0.038 0.782 -0.027
C 1.097 -0.165 -0.477
S 2.574 -0.135 0.099
H -0.799 -0.743 1.344
H 0.407 1.493 0.759
H -0.306 1.270 -0.965
H 0.749 -0.819 -1.274
*
```

***

Quick one: least stable of them? version one

***

Version one
Molecular formula: C23H29N3O4S
Method: DFT, ωB97M-V/def2-TZVPD

```
! RIJCOSX wB97M-V def2-TZVPD def2/J DEFGRID3
* xyz 0 1
C 5.441 0.223 -2.423
C 5.213 -1.282 -2.534
O 5.108 -1.911 -1.272
C 3.979 -1.769 -0.533
C 4.035 -2.307 0.755
C 2.946 -2.237 1.596
C 1.770 -1.631 1.167
N 0.675 -1.510 2.067
C 0.820 -0.491 3.090
C 0.689 0.940 2.546
O 1.349 1.849 3.009
N -0.214 1.077 1.568
C -0.521 2.336 0.924
C -0.127 2.278 -0.554
C -0.490 3.581 -1.260
C -1.983 3.862 -1.127
C -2.379 3.928 0.345
C -2.016 2.630 1.057
C -0.496 -2.172 1.973
O -1.420 -1.996 2.744
C -0.633 -3.194 0.835
N -1.951 -3.048 0.254
C -2.349 -1.820 -0.152
O -1.573 -0.876 -0.222
C -3.749 -1.687 -0.556
C -4.331 -0.545 -1.039
C -5.698 -0.702 -1.329
C -6.145 -1.959 -1.065
S -4.907 -2.976 -0.455
C 1.705 -1.100 -0.114
C 2.797 -1.169 -0.960
H 5.565 0.649 -3.415
H 6.337 0.417 -1.840
H 4.602 0.709 -1.932
H 6.082 -1.756 -2.998
H 4.332 -1.500 -3.151
H 4.953 -2.774 1.073
H 3.002 -2.652 2.591
H 1.795 -0.580 3.575
H 0.029 -0.647 3.830
H -0.720 0.277 1.211
H 0.065 3.104 1.439
H -0.656 1.444 -1.020
H 0.946 2.093 -0.635
H -0.214 3.520 -2.315
H 0.073 4.403 -0.813
H -2.232 4.803 -1.622
H -2.546 3.065 -1.619
H -3.452 4.112 0.437
H -1.855 4.759 0.822
H -2.281 2.691 2.114
H -2.571 1.796 0.619
H -0.534 -4.200 1.244
H 0.127 -3.034 0.067
H -2.652 -3.734 0.484
H -3.780 0.367 -1.177
H -6.323 0.082 -1.716
H -7.133 -2.355 -1.190
H 0.790 -0.638 -0.452
H 2.708 -0.746 -1.948
*
```

***

Version two
Molecular formula: C23H29N3O4S
Method: DFT, ωB97M-V/def2-TZVPD

```
! RIJCOSX wB97M-V def2-TZVPD def2/J DEFGRID3
* xyz 0 1
C -3.801 -0.393 -2.318
N -4.179 -0.213 -0.941
C -3.704 0.970 -0.273
C -4.593 2.201 -0.558
C -6.057 1.913 -0.220
C -6.086 2.180 1.285
C -4.998 3.249 1.466
O -4.212 3.273 0.278
S -4.223 -1.597 -0.008
O -4.780 -1.231 1.260
O -4.866 -2.611 -0.786
C -2.496 -2.025 0.215
C -1.855 -2.767 -0.758
C -0.501 -3.028 -0.631
C 0.206 -2.527 0.457
C 1.653 -2.888 0.616
O 1.996 -4.051 0.722
N 2.530 -1.859 0.679
C 2.254 -0.495 0.297
C 3.004 -0.158 -1.009
N 4.422 -0.392 -0.861
C 5.246 0.632 -0.399
C 6.261 0.423 0.539
C 7.098 1.455 0.921
C 6.949 2.723 0.391
C 5.953 2.943 -0.546
C 5.120 1.917 -0.940
C 4.667 -1.767 -0.485
C 3.946 -2.137 0.819
C -0.459 -1.800 1.442
C -1.814 -1.547 1.318
H -4.215 -1.345 -2.641
H -2.711 -0.399 -2.450
H -4.228 0.406 -2.923
H -2.665 1.200 -0.547
H -3.748 0.766 0.796
H -4.449 2.531 -1.591
H -6.705 2.610 -0.753
H -6.330 0.891 -0.470
H -5.834 1.268 1.825
H -7.057 2.531 1.627
H -5.423 4.250 1.592
H -4.353 3.038 2.326
H -2.429 -3.153 -1.585
H 0.015 -3.624 -1.368
H 1.183 -0.349 0.159
H 2.609 0.173 1.091
H 2.810 0.879 -1.272
H 2.628 -0.801 -1.813
H 6.408 -0.547 0.987
H 7.871 1.261 1.651
H 7.600 3.526 0.698
H 5.829 3.923 -0.984
H 4.376 2.112 -1.698
H 5.737 -1.949 -0.407
H 4.274 -2.400 -1.289
H 4.059 -3.199 1.039
H 4.336 -1.542 1.651
H 0.084 -1.445 2.305
H -2.357 -1.003 2.074
*
```

***

Quick one: least stable of them? version two

***

Version one
Molecular formula: C6H6
Method: DFT, ωB97M-V/def2-TZVPD

```
! RIJCOSX wB97M-V def2-TZVPD def2/J DEFGRID3
* xyz 0 1
C -1.632 0.929 0.138
C -0.460 0.027 -0.190
C -0.280 -1.234 -0.542
C 1.227 -1.524 -0.687
C 1.650 -0.161 -0.376
C 1.218 0.954 -0.041
H -1.616 1.338 1.156
H -1.770 1.764 -0.562
H -2.546 0.305 0.067
H 1.483 -1.871 -1.689
H 1.546 -2.261 0.052
H 1.297 1.976 0.233
*
```

***

Version two
Molecular formula: C6H6
Method: DFT, ωB97M-V/def2-TZVPD

```
! RIJCOSX wB97M-V def2-TZVPD def2/J DEFGRID3
* xyz 0 1
C -2.452 -0.225 -0.265
C -1.861 1.019 -0.060
C -0.567 0.476 0.073
C 0.956 1.026 -0.039
C -1.300 -0.740 0.340
C 1.933 -0.116 -0.047
H -3.478 -0.659 -0.450
H 1.254 1.980 -0.563
H -0.937 -1.421 1.052
H 2.813 0.119 -0.587
H 1.424 -0.959 -0.340
H 2.215 -0.499 0.884
*
```

***

Quick one: least stable of them? version two

***

Version one
Molecular formula: C6H6
Method: DFT, ωB97M-V/def2-TZVPD

```
! RIJCOSX wB97M-V def2-TZVPD def2/J DEFGRID3
* xyz 0 1
C -1.271 -0.836 -0.656
C -0.454 -0.163 0.456
C 0.994 -0.485 0.403
C 2.184 -0.340 0.283
C -0.326 1.315 0.325
C 0.013 2.520 0.188
H -0.893 -0.539 -1.637
H -1.203 -1.924 -0.562
H -2.324 -0.547 -0.587
H -0.869 -0.431 1.436
H 3.235 -0.185 0.180
H 0.914 1.615 0.170
*
```

***

Version two
Molecular formula: C6H6
Method: DFT, ωB97M-V/def2-TZVPD

```
! RIJCOSX wB97M-V def2-TZVPD def2/J DEFGRID3
* xyz 0 1
C 1.002 -1.047 0.119
C -0.011 -1.252 -0.761
C 0.854 0.317 0.479
C 0.021 1.083 -0.158
C -0.998 -0.278 -1.118
C 0.892 1.747 0.906
H 1.728 -1.714 0.612
H -0.210 -2.197 -1.269
H -1.321 0.002 -2.128
H -1.962 -0.311 -0.482
H 0.363 2.082 1.848
H 1.613 2.617 0.497
*
```

***

Quick one: least stable of them? version two

***

Version one
Molecular formula: C6H6
Method: DFT, ωB97M-V/def2-TZVPD

```
! RIJCOSX wB97M-V def2-TZVPD def2/J DEFGRID3
* xyz 0 1
C 3.052 0.124 0.387
C 1.867 -0.008 0.562
C 0.423 -0.181 0.772
C -0.384 -0.237 -0.555
C -1.809 -0.163 -0.477
C -2.859 0.445 -0.629
H 4.101 0.249 0.229
H 0.038 0.645 1.376
H 0.284 -1.086 1.396
H -0.882 0.733 -1.130
H 0.078 -0.877 -1.313
H -3.910 0.358 -0.619
*
```

***

Version two
Molecular formula: C6H6
Method: DFT, ωB97M-V/def2-TZVPD

```
! RIJCOSX wB97M-V def2-TZVPD def2/J DEFGRID3
* xyz 0 1
C 1.947 -1.085 -0.106
C 0.966 -0.567 0.352
C -0.363 -0.001 0.466
C -1.083 -0.978 -0.562
C -0.222 1.492 0.337
C 0.068 2.666 0.408
H 2.921 -1.367 -0.400
H -0.819 -0.151 1.458
H -0.688 -0.952 -1.589
H -0.926 -2.032 -0.252
H -2.132 -0.734 -0.539
H 0.332 3.710 0.427
*
```

***

Quick one: least stable of them? version one

***

Version one
Molecular formula: C28H35N7
Method: DFT, ωB97M-V/def2-TZVPD

```
! RIJCOSX wB97M-V def2-TZVPD def2/J DEFGRID3
* xyz 0 1
C 5.973 -3.862 -7.963
C 5.385 -5.073 -7.516
C 4.311 -4.739 -6.732
N 4.286 -3.371 -6.613
C 5.295 -2.828 -7.362
H 6.781 -3.681 -8.651
H 5.705 -6.089 -7.668
H 3.592 -5.302 -6.163
H 3.587 -2.809 -6.162
H 5.513 -1.775 -7.388
C 9.966 -7.686 -14.804
C 10.404 -7.015 -15.981
C 9.689 -5.843 -16.073
N 8.860 -5.777 -14.988
C 9.045 -6.879 -14.201
H 10.327 -8.648 -14.484
H 11.009 -7.382 -16.796
H 9.747 -5.126 -16.873
H 8.092 -5.133 -14.925
H 8.481 -7.071 -13.305
C 13.780 -6.897 -11.878
C 14.947 -6.190 -12.285
C 15.156 -6.467 -13.605
N 14.171 -7.318 -14.009
C 13.325 -7.579 -12.967
H 13.336 -6.885 -10.896
H 15.517 -5.491 -11.695
H 15.858 -6.030 -14.294
H 14.032 -7.681 -14.934
H 12.489 -8.230 -13.155
C 12.715 -8.225 -5.167
C 12.637 -8.187 -6.585
C 11.401 -7.694 -6.921
N 10.739 -7.444 -5.752
C 11.528 -7.765 -4.678
H 13.534 -8.609 -4.583
H 13.367 -8.512 -7.310
H 10.943 -7.397 -7.851
H 9.817 -7.046 -5.703
H 11.113 -7.693 -3.689
C 9.392 -3.516 -4.792
C 9.105 -2.128 -4.805
C 8.777 -1.775 -3.522
N 8.836 -2.896 -2.745
C 9.223 -3.961 -3.507
H 9.663 -4.128 -5.635
H 9.148 -1.471 -5.657
H 8.466 -0.814 -3.148
H 8.662 -2.907 -1.758
H 9.251 -4.990 -3.190
C 12.996 -2.725 -7.511
C 12.697 -2.729 -6.115
C 12.535 -4.032 -5.733
N 12.803 -4.820 -6.818
C 13.048 -4.039 -7.907
H 13.139 -1.870 -8.150
H 12.668 -1.846 -5.498
H 12.322 -4.421 -4.753
H 12.873 -5.823 -6.729
H 13.254 -4.525 -8.846
C 8.729 -6.213 -8.776
C 9.375 -6.523 -10.011
C 10.284 -5.523 -10.260
N 10.246 -4.672 -9.189
C 9.259 -5.033 -8.316
H 7.853 -6.708 -8.393
H 9.086 -7.405 -10.558
H 11.041 -5.366 -11.011
H 10.848 -3.871 -9.096
H 9.019 -4.408 -7.473
*
```

***

Version two
Molecular formula: C28H35N7
Method: DFT, ωB97M-V/def2-TZVPD

```
! RIJCOSX wB97M-V def2-TZVPD def2/J DEFGRID3
* xyz 0 1
C 0.607 -4.899 1.120
C -0.420 -4.420 1.990
C -1.502 -4.060 1.208
N -1.167 -4.173 -0.077
C 0.098 -4.595 -0.122
H 1.633 -5.217 1.292
H -0.457 -4.450 3.068
H -2.517 -3.813 1.537
H -1.605 -3.670 -0.818
H 0.688 -4.739 -1.011
C -4.899 1.857 3.782
C -6.246 1.563 4.045
C -6.377 1.310 5.361
N -5.156 1.413 5.951
C -4.225 1.588 4.950
H -4.477 2.090 2.784
H -7.031 1.726 3.361
H -7.262 1.176 5.944
H -4.957 1.191 6.936
H -3.141 1.636 5.205
C 3.756 -2.170 -1.499
C 4.528 -1.485 -2.524
C 4.534 -0.160 -2.169
N 3.777 -0.040 -1.019
C 3.371 -1.224 -0.602
H 3.504 -3.202 -1.324
H 4.894 -1.850 -3.509
H 4.926 0.623 -2.744
H 3.605 0.814 -0.453
H 2.728 -1.271 0.251
C 3.519 2.877 0.096
C 3.713 3.487 -1.119
C 2.547 3.273 -1.860
N 1.684 2.597 -1.064
C 2.229 2.378 0.161
H 4.227 2.931 0.927
H 4.595 3.934 -1.459
H 2.227 3.610 -2.863
H 1.007 2.058 -1.571
H 1.742 1.723 0.808
C 0.044 -0.075 -6.040
C 0.627 1.035 -5.329
C 1.589 0.532 -4.474
N 1.591 -0.826 -4.625
C 0.568 -1.224 -5.543
H -0.658 -0.092 -6.875
H 0.460 2.122 -5.380
H 2.142 1.076 -3.794
H 1.946 -1.440 -3.898
H 0.535 -2.257 -5.781
C -1.586 0.269 -2.283
C -2.257 1.458 -2.028
C -1.929 1.849 -0.692
N -1.063 0.899 -0.215
C -0.806 -0.002 -1.171
H -1.633 -0.396 -3.085
H -3.001 1.942 -2.636
H -2.204 2.779 -0.114
H -0.619 0.939 0.681
H -0.189 -0.846 -0.907
C 0.872 0.586 3.304
C 0.531 -0.650 2.773
C -0.825 -0.711 2.820
N -1.364 0.448 3.218
C -0.315 1.278 3.579
H 1.856 0.959 3.405
H 1.232 -1.391 2.373
H -1.383 -1.573 2.492
H -2.346 0.676 3.267
H -0.517 2.221 3.985
*
```

***

Quick one: least stable of them? version two

***

Version one
Molecular formula: C4H8
Method: DFT, ωB97M-V/def2-TZVPD

```
! RIJCOSX wB97M-V def2-TZVPD def2/J DEFGRID3
* xyz 0 1
C 0.019 -0.346 -1.453
C -0.590 0.298 -0.229
C 0.500 0.532 0.894
C -0.881 0.114 1.235
H -0.647 -0.740 -2.228
H 0.787 -1.069 -1.184
H 0.537 0.513 -1.908
H -1.314 1.052 -0.582
H 0.952 1.509 1.015
H 1.236 -0.264 1.118
H -1.487 0.962 1.535
H -1.082 -0.805 1.767
*
```

***

Version two
Molecular formula: C4H8
Method: DFT, ωB97M-V/def2-TZVPD

```
! RIJCOSX wB97M-V def2-TZVPD def2/J DEFGRID3
* xyz 0 1
C 0.818 -1.341 -1.100
C 0.640 -0.426 0.064
C -0.338 0.497 -0.051
C -0.850 1.258 1.125
H -0.067 -1.952 -1.277
H 1.661 -2.037 -1.040
H 0.938 -0.792 -2.041
H 1.335 -0.125 0.841
H -0.971 0.446 -0.937
H -0.871 2.364 1.156
H -1.941 1.171 1.221
H -0.353 0.939 2.039
*
```

***

Version three
Molecular formula: C4H8
Method: DFT, ωB97M-V/def2-TZVPD

```
! RIJCOSX wB97M-V def2-TZVPD def2/J DEFGRID3
* xyz 0 1
C -0.426 0.494 0.878
C -0.526 -0.934 0.254
C 0.603 -0.548 -0.739
C 0.495 0.921 -0.294
H -1.289 1.089 0.663
H -0.205 0.606 1.946
H -1.510 -1.051 -0.209
H -0.349 -1.845 0.846
H 0.400 -0.729 -1.798
H 1.560 -0.992 -0.459
H -0.159 1.457 -0.984
H 1.372 1.551 -0.122
*
```

***

Quick one: least stable of them? version one

***

Version one
Molecular formula: C4H2N4OS
Method: DFT, ωB97M-V/def2-TZVPD

```
! RIJCOSX wB97M-V def2-TZVPD def2/J DEFGRID3
* xyz 0 1
C -1.558 0.910 -0.082
C -1.869 -1.425 -0.014
C 0.256 -0.838 0.036
C -0.057 0.507 0.057
H -2.576 -2.283 -0.157
H 2.015 -2.076 -0.319
N -2.402 -0.316 -0.145
N -0.543 -1.831 0.241
N 1.564 -1.150 -0.095
N 0.944 1.274 0.089
O -1.872 2.114 0.043
S 2.372 0.418 -0.030
*
```

***

Version two
Molecular formula: C4H2N4OS
Method: DFT, ωB97M-V/def2-TZVPD

```
! RIJCOSX wB97M-V def2-TZVPD def2/J DEFGRID3
* xyz 0 1
C 1.099 -1.306 0.011
C 1.689 0.908 -0.107
C -0.484 0.582 0.044
C -0.306 -0.852 -0.045
H 2.441 1.673 -0.158
H -2.341 1.674 0.243
N 2.055 -0.294 -0.132
N 0.409 1.551 0.079
N -1.865 0.790 0.061
N -1.362 -1.584 -0.023
O 1.337 -2.448 0.107
S -2.671 -0.694 -0.081
*
```

***

Quick one: least stable of them? version one

***

Version one
Molecular formula: CH3ClOSi
Method: DFT, ωB97M-V/def2-TZVPD

```
! RIJCOSX wB97M-V def2-TZVPD def2/J DEFGRID3
* xyz 0 1
C -0.270 -3.626 0.102
O 0.077 -4.427 -0.597
Si 0.301 -0.227 0.455
Cl 1.701 -1.405 -0.537
H 1.111 0.847 0.890
H -0.558 -1.221 0.893
H -0.369 0.648 -0.493
*
```

***

Version two
Molecular formula: CH3ClOSi
Method: DFT, ωB97M-V/def2-TZVPD

```
! RIJCOSX wB97M-V def2-TZVPD def2/J DEFGRID3
* xyz 0 1
C 4.796 0.227 -0.110
O 4.335 1.083 0.463
Si -0.183 -0.629 -0.375
Cl 1.707 -1.234 0.112
H 0.103 -0.569 -1.889
H -0.272 0.784 -0.153
H -1.038 -1.203 0.592
*
```

***

Quick one: least stable of them? version one

***

Version one
Molecular formula: C4H9NO
Method: DFT, ωB97M-V/def2-TZVPD

```
! RIJCOSX wB97M-V def2-TZVPD def2/J DEFGRID3
* xyz 1 2
C -1.241 1.469 -2.011
C -0.621 0.336 -1.237
C 0.081 0.587 -0.039
N 0.612 -0.420 0.767
C 1.275 -1.307 0.113
H -1.536 2.397 -1.533
H -0.356 1.788 -2.618
H -2.003 1.007 -2.657
H -0.542 -0.732 -1.459
H 0.292 1.601 0.352
H 1.303 -1.362 -0.975
H 1.920 -2.034 0.611
H 0.389 -0.678 2.894
H 0.521 -1.545 4.189
O -0.095 -1.108 3.605
*
```

***

Version two
Molecular formula: C4H9NO
Method: DFT, ωB97M-V/def2-TZVPD

```
! RIJCOSX wB97M-V def2-TZVPD def2/J DEFGRID3
* xyz 1 2
C -2.643 1.662 0.167
C -0.450 2.543 -0.164
N -1.702 2.807 -0.129
H -2.270 0.666 -0.249
H -2.769 1.524 1.221
H -3.586 1.780 -0.389
H 0.196 3.434 -0.026
H -0.200 1.491 -0.063
O 1.608 -2.746 1.654
C 1.284 -2.285 0.592
C 2.355 -2.138 -0.500
H 0.251 -2.305 0.141
H 1.902 -2.055 -1.516
H 3.048 -1.330 -0.249
H 2.978 -3.049 -0.490
*
```

***

Quick one: least stable of them? version two